One molecule with the formula C5H10N2 in a non-equilibrium geometry, computed with ωB97M-V/def2-TZVPD.

Last column: natural (NBO) charge in e.
Positions of all 17 atoms, in Å:
1 C 0.232 -2.947 -1.168  -0.0788
2 N 0.635 -2.207 -0.201  -0.2772
3 N -0.218 -0.976 -0.174  -0.3037
4 C -0.618 -0.536 1.295  -0.2698
5 C 0.526 0.078 0.605  -0.0826
6 C 0.567 1.580 0.298  -0.4030
7 C -0.541 2.201 -0.553  -0.6148
8 H 0.502 -3.999 -1.401  0.1897
9 H -0.395 -2.464 -1.885  0.1684
10 H -0.283 -1.226 2.006  0.2123
11 H -1.482 0.046 1.399  0.2102
12 H 1.514 -0.219 0.818  0.2074
13 H 0.617 2.018 1.340  0.2051
14 H 1.597 1.701 -0.086  0.2040
15 H -0.561 1.743 -1.520  0.2166
16 H -1.532 1.914 -0.070  0.1979
17 H -0.559 3.292 -0.704  0.2185

Properties
multiplicity: 1
charge: 0
LUMO: 1.180 eV
total energy: -305.89977 a.u.
structure (SMILES): C=NN1C[C@@H]1CC
frontier orbital gap: 10.19 eV